10
Properties=species:S:1:pos:R:3 method="wB97M-V/def2-TZVPD" e_homo_ha="-0.3238 / -0.3103" total_charge=0 spin_multiplicity=1 e_lumo_ev="-2.092 / -1.790"
O -2.027 0.227 -0.257
O 0.045 0.439 -1.908
Si 0.773 -0.370 0.886
P -0.551 0.954 -0.433
S -1.789 3.310 -1.444
H -2.785 0.754 -0.693
H 0.487 1.279 -2.328
H 0.860 -1.700 0.019
H 1.759 0.692 0.671
H 0.181 -0.548 2.301

***

28
Properties=species:S:1:pos:R:3 method="wB97M-V/def2-TZVPD" e_homo_ha="-0.3144 / -0.3145" total_charge=0 spin_multiplicity=1 e_lumo_ev="0.352 / 0.352" smiles="O=C[C@@H](O)/C=[NH+]/[O-].CCNCC"
C 2.847 -0.652 0.111
C -0.749 2.882 0.110
C -2.869 -1.523 0.422
C -0.679 1.410 -0.438
C -2.390 -0.380 -0.452
C 3.430 0.956 -0.543
C 1.988 -2.154 -0.158
N 0.671 -2.161 -0.101
N -1.308 0.272 0.247
O -0.105 -3.150 -0.267
O 2.365 -0.189 1.333
O 2.841 1.873 -0.095
H 3.852 -1.018 0.315
H -1.140 3.724 -0.663
H -1.241 2.930 1.191
H 0.318 3.153 0.260
H -2.140 -2.364 0.470
H -3.010 -1.217 1.496
H -3.689 -1.876 -0.139
H 0.416 1.164 -0.317
H -0.943 1.435 -1.489
H -3.273 0.271 -0.833
H -1.969 -0.853 -1.308
H 4.317 0.912 -1.172
H 2.474 -3.091 -0.189
H 0.217 -1.282 -0.162
H -1.741 0.611 1.095
H 1.509 0.318 1.277

***

13
Properties=species:S:1:pos:R:3 method="wB97M-V/def2-TZVPD" e_homo_ha="-0.3032 / -0.3168" total_charge=0 spin_multiplicity=1 e_lumo_ev="-0.038 / -0.417"
C -0.294 1.253 0.209
C -1.175 0.191 -0.267
C 1.254 1.101 0.221
C 0.062 -2.066 -0.265
O -0.901 1.235 -1.120
I -3.205 -0.321 0.138
H -0.575 1.946 1.062
H 1.741 1.921 -0.228
H 1.320 0.171 -0.436
H 1.464 1.050 1.234
H 0.834 -1.775 0.391
H 0.393 -2.408 -1.218
H -0.918 -2.300 0.277

***

102
Properties=species:S:1:pos:R:3 method="wB97M-V/def2-TZVPD" e_homo_ha=-0.0951 total_charge=-2 spin_multiplicity=1 e_lumo_ev=3.969
Ca -1.204 0.419 0.267
N -2.073 2.953 -0.266
C -2.608 3.638 0.923
C -3.135 2.652 1.980
O -3.977 3.076 2.796
N -2.625 1.444 1.851
C -3.246 0.334 2.536
C -3.463 -0.870 1.579
O -3.823 -1.945 2.079
O -3.220 -0.673 0.340
H -1.795 3.623 -0.976
H -2.838 2.430 -0.689
H -3.440 4.311 0.692
H -1.814 4.249 1.363
H -4.223 0.580 2.966
H -2.638 -0.037 3.372
C 2.430 2.822 -3.384
Sb 1.482 2.732 -1.451
C 0.955 4.822 -1.400
C 3.422 2.891 -0.398
C 3.590 4.089 0.471
C 4.042 5.282 -0.100
C 4.184 6.447 0.636
C 3.875 6.438 1.988
C 3.444 5.259 2.576
C 3.300 4.074 1.850
C 2.817 2.848 2.553
Sb 0.662 2.600 2.355
C 0.506 1.114 3.889
C 0.157 4.249 3.652
H 3.136 3.653 -3.424
H 1.665 2.940 -4.150
H 2.956 1.882 -3.558
H 1.790 5.462 -1.680
H 0.618 5.092 -0.397
H 0.134 4.968 -2.105
H 4.153 2.908 -1.208
H 3.555 1.957 0.145
H 4.285 5.284 -1.157
H 4.533 7.353 0.156
H 3.975 7.337 2.583
H 3.213 5.243 3.636
H 3.029 2.908 3.622
H 3.260 1.929 2.168
H 1.128 1.386 4.743
H 0.831 0.160 3.475
H -0.537 1.044 4.200
H 0.704 4.178 4.594
H -0.915 4.207 3.851
H 0.394 5.197 3.167
O 4.405 -1.395 -2.188
C 3.341 -1.076 -1.702
C 2.048 -0.849 -2.426
O 1.870 -0.830 -3.648
C 1.027 -0.606 -1.425
C 1.618 -0.545 -0.125
O 0.989 -0.268 0.938
C 3.067 -0.794 -0.242
O 3.896 -0.744 0.651
O -0.199 -0.386 -1.683
S -1.344 2.478 -3.915
C -1.589 0.874 -4.263
N -0.676 -0.061 -4.479
C -1.130 -1.437 -4.368
C -2.573 -1.435 -4.852
S -3.211 0.181 -4.327
H 0.305 0.101 -4.225
H -1.062 -1.742 -3.320
H -0.494 -2.087 -4.968
H -3.157 -2.232 -4.397
H -2.633 -1.507 -5.939
C -3.668 -3.132 -1.542
C -2.493 -4.077 -1.305
C -2.991 -5.494 -1.049
Sb -1.163 -3.269 0.238
C -1.695 -4.543 1.936
C -1.203 -5.985 1.946
C -1.259 -3.810 3.204
C 0.674 -4.199 -0.515
C 0.608 -5.610 -1.087
C 1.775 -4.069 0.537
H -4.302 -3.512 -2.356
H -3.346 -2.119 -1.781
H -4.281 -3.035 -0.643
H -1.853 -4.085 -2.197
H -3.557 -5.548 -0.116
H -2.178 -6.218 -0.992
H -3.666 -5.812 -1.855
H -2.788 -4.523 1.902
H -0.111 -6.034 1.965
H -1.547 -6.553 1.082
H -1.562 -6.499 2.847
H -0.171 -3.698 3.251
H -1.572 -4.367 4.096
H -1.713 -2.820 3.252
H 0.914 -3.515 -1.337
H 0.355 -6.347 -0.322
H 1.581 -5.895 -1.507
H -0.130 -5.692 -1.888
H 1.608 -4.759 1.369
H 1.828 -3.062 0.955
H 2.757 -4.299 0.109

***

20
Properties=species:S:1:pos:R:3 method="wB97M-V/def2-TZVPD" e_homo_ha=-0.3213 total_charge=0 spin_multiplicity=1 e_lumo_ev=0.464 smiles=NC[C@H](N)CSS.O
S 1.587 2.321 -2.000
S 2.498 0.929 -0.973
C 1.660 -0.570 -0.796
C 0.574 -0.907 0.239
C -0.896 -0.539 -0.364
N -1.789 -1.672 0.012
N 0.766 -0.402 1.549
H 1.497 1.903 -3.189
H 2.464 -1.317 -0.728
H 1.401 -0.809 -1.912
H 0.745 -2.107 0.338
H -0.883 -0.522 -1.454
H -1.241 0.329 -0.008
H -2.617 -1.335 0.538
H -1.192 -2.317 0.600
H 1.242 0.464 1.451
H -0.214 -0.417 1.997
H -1.619 2.956 1.099
H -1.865 1.903 2.254
O -2.116 2.107 1.348

***

11
Properties=species:S:1:pos:R:3 method="wB97M-V/def2-TZVPD" e_homo_ha=-0.3489 total_charge=0 spin_multiplicity=1 e_lumo_ev=0.963 smiles="[H]/N=C1/C=CCO1"
N 2.342 0.075 -0.228
C 1.093 -0.087 -0.077
C 0.177 1.041 -0.291
C -1.072 0.659 -0.071
C -1.101 -0.781 0.303
O 0.309 -1.184 0.281
H 2.992 -0.691 -0.080
H 0.572 1.999 -0.587
H -1.993 1.220 -0.126
H -1.729 -1.344 -0.412
H -1.590 -0.907 1.287

***

Number 1: F_max 3.13 eV/Å, calculated total energy -32174.983 eV. Number 2: F_max 4.02 eV/Å, calculated total energy -16634.433 eV. Number 3: F_max 4.83 eV/Å, calculated total energy -14404.145 eV. Number 4: F_max 0.52 eV/Å, calculated total energy -115643.298 eV. Number 5: F_max 5.72 eV/Å, calculated total energy -30001.840 eV. Number 6: F_max 0.76 eV/Å, calculated total energy -7765.569 eV.